Entry 1:
C19H50BI2N6O5P4S | ωB97M-V/def2-TZVPD

CARTESIAN COORDINATES (ANGSTROEM)
C1 -1.699 8.513 3.419
C2 -1.615 8.346 2.005
P1 -1.370 8.141 0.079
O1 -2.805 9.108 -0.088
P2 -0.294 10.096 0.146
S1 -1.075 11.261 -1.243
B1 -1.097 7.972 -1.826
O2 -2.058 8.459 -2.876
O3 0.144 7.390 -2.452
C3 1.218 8.384 -2.528
C4 2.402 7.904 -1.494
C5 -2.320 6.492 0.241
I1 -4.502 6.346 0.737
C6 -1.712 5.108 0.098
C7 -2.626 3.712 0.246
I2 0.403 4.755 -0.263
H1 -1.698 9.106 4.455
H2 -0.088 7.577 0.408
H3 -3.456 8.752 -0.749
H4 1.134 9.946 0.042
H5 -0.691 10.722 1.415
H6 -1.552 8.820 -3.667
H7 1.685 8.289 -3.623
H8 0.888 9.500 -2.420
H9 2.029 7.562 -0.439
H10 3.257 8.694 -1.345
H11 2.925 6.963 -2.012
H12 -1.972 2.758 -0.050
H13 -3.548 3.696 -0.481
H14 -3.020 3.611 1.358
O4 0.732 -1.652 0.149
P3 2.261 -1.431 0.250
N1 2.336 -2.094 1.797
C8 2.196 -1.477 3.096
C9 2.232 -3.545 1.889
N2 2.097 0.279 0.218
C10 2.328 1.199 1.313
C11 0.987 0.807 -0.591
N3 4.019 -1.178 0.365
C12 4.921 -1.344 1.490
C13 4.639 -0.404 -0.711
H15 3.008 -1.815 3.755
H16 1.240 -1.738 3.570
H17 2.265 -0.399 3.098
H18 3.144 -4.013 1.505
H19 1.385 -3.921 1.305
H20 2.097 -3.900 2.916
H21 1.493 1.209 2.022
H22 2.442 2.226 0.939
H23 3.260 0.996 1.840
H24 0.041 0.755 -0.050
H25 0.886 0.250 -1.528
H26 1.158 1.854 -0.875
H27 4.802 -0.550 2.234
H28 5.971 -1.326 1.172
H29 4.805 -2.315 1.978
H30 4.723 0.656 -0.439
H31 4.050 -0.475 -1.631
H32 5.639 -0.774 -0.954
O5 0.348 -6.568 -0.595
P4 -1.065 -6.803 -0.008
N4 -1.184 -8.335 -0.700
C14 -1.688 -8.752 -1.989
C15 -0.411 -9.397 -0.068
N5 -1.755 -5.543 -0.952
C16 -2.666 -5.688 -2.068
C17 -0.884 -4.388 -1.224
N6 -2.690 -7.074 0.667
C18 -3.640 -8.145 0.428
C19 -3.322 -5.931 1.324
H33 -2.364 -9.609 -1.862
H34 -0.876 -9.055 -2.664
H35 -2.271 -8.010 -2.512
H36 -0.853 -9.658 0.899
H37 0.625 -9.086 0.104
H38 -0.377 -10.314 -0.663
H39 -2.146 -5.985 -2.985
H40 -3.171 -4.735 -2.282
H41 -3.477 -6.384 -1.859
H42 -0.199 -4.592 -2.048
H43 -0.297 -4.123 -0.338
H44 -1.469 -3.496 -1.481
H45 -4.110 -8.065 -0.557
H46 -4.450 -8.139 1.168
H47 -3.189 -9.135 0.532
H48 -3.977 -5.388 0.631
H49 -2.568 -5.232 1.702
H50 -3.920 -6.238 2.188

For the total energy, the calculation gives -3842.06426 Eh. As for the maximum force: 0.227 hartree/bohr. Its charge is -1.

Mulliken atomic charge list, values in e, 8 entries: atom 1 (C): -1.071, atom 2 (C): 0.013, atom 3 (P): 0.885, atom 4 (O): -0.628, atom 5 (P): 0.025, atom 6 (S): -0.447, atom 7 (B): 1.155, atom 8 (O): -0.620


Entry 2:
C19H52O9 | ωB97M-V/def2-TZVPD

CARTESIAN COORDINATES (ANGSTROEM)
C1 -1.220 4.909 -3.534
C2 -0.062 4.723 -2.553
C3 -0.567 4.111 -1.210
O1 0.965 3.896 -3.128
H1 -0.866 4.950 -4.564
H2 -1.677 5.861 -3.262
H3 -1.898 4.059 -3.456
H4 0.434 5.671 -2.350
H5 -1.201 3.232 -1.330
H6 -1.125 4.845 -0.628
H7 0.277 3.778 -0.606
H8 0.498 3.168 -3.545
C4 -3.843 -2.843 -0.164
C5 -4.358 -3.464 1.095
C6 -5.889 -3.598 1.038
O2 -3.843 -4.764 1.096
H9 -4.319 -1.869 -0.285
H10 -4.206 -3.471 -0.978
H11 -2.767 -2.683 -0.093
H12 -4.001 -2.856 1.927
H13 -6.286 -3.724 2.045
H14 -6.141 -4.408 0.354
H15 -6.410 -2.725 0.645
H16 -2.917 -4.692 1.338
C7 -6.061 1.156 1.873
C8 -4.857 1.531 2.717
C9 -3.615 0.813 2.153
O3 -4.672 2.890 2.551
H17 -6.304 0.093 1.889
H18 -5.994 1.467 0.831
H19 -6.894 1.641 2.381
H20 -4.934 1.390 3.796
H21 -2.799 1.144 2.796
H22 -3.456 1.179 1.139
H23 -3.674 -0.275 2.197
H24 -5.303 3.290 3.155
C10 6.472 2.292 -2.478
C11 5.666 1.639 -1.344
C12 4.458 2.437 -1.013
O4 5.199 0.399 -1.847
H25 7.261 1.598 -2.769
H26 6.859 3.262 -2.166
H27 5.841 2.557 -3.327
H28 6.201 1.673 -0.395
H29 4.569 3.511 -0.861
H30 3.923 1.991 -0.175
H31 3.873 2.339 -1.928
H32 5.774 -0.267 -1.464
C13 -0.449 -0.524 1.975
C14 0.109 -0.065 0.653
C15 0.768 1.284 0.705
O5 1.012 -1.088 0.232
H33 0.224 -0.841 2.772
H34 -1.147 -1.311 1.689
H35 -1.018 0.240 2.504
H36 -0.576 -0.028 -0.195
H37 0.095 2.120 0.895
H38 1.332 1.470 -0.210
H39 1.441 1.174 1.555
H40 1.295 -0.867 -0.659
O6 3.954 -1.297 -3.681
C16 3.168 -2.098 -2.784
C17 1.694 -1.600 -2.733
O7 1.603 -0.297 -2.199
H41 4.406 -0.651 -3.132
H42 3.086 -3.130 -3.125
H43 3.585 -2.082 -1.777
H44 1.053 -2.274 -2.164
H45 1.308 -1.561 -3.752
H46 1.947 0.248 -2.910
O8 1.849 -3.201 1.663
C18 2.168 -3.087 3.050
C19 3.054 -4.338 3.373
O9 2.310 -5.494 3.411
H47 1.565 -2.329 1.378
H48 2.636 -2.150 3.353
H49 1.233 -3.106 3.610
H50 3.545 -4.310 4.346
H51 3.883 -4.479 2.680
H52 2.754 -6.183 3.910

For the total energy, the calculation gives -1432.15638 Eh. As for the maximum force: 0.049 hartree/bohr. Its relative energy (zero: lowest compared OMol25 entry of this formula, charge and spin) is 216.5 kJ/mol.

Mulliken atomic charge list, values in e, 8 entries: atom 1 (C): -1.354, atom 2 (C): 0.388, atom 3 (C): -1.067, atom 4 (O): -0.495, atom 5 (H): 0.357, atom 6 (H): 0.383, atom 7 (H): 0.344, atom 8 (H): 0.263


Entry 3:
C19H53Br2IN3O7P2S6 | ωB97M-V/def2-TZVPD

CARTESIAN COORDINATES (ANGSTROEM)
C1 -2.772 -5.319 -0.481
C2 -1.913 -5.932 0.616
C3 -1.687 -5.245 1.970
N1 -1.646 -3.714 2.139
C4 -1.032 -2.839 1.067
P1 0.449 -3.554 0.231
N2 1.303 -2.576 -0.599
C5 -0.554 -1.546 1.752
N3 -1.472 -1.166 2.826
Br1 -1.375 0.673 3.182
C6 -2.834 -1.561 2.524
C7 -2.942 -3.077 2.684
I1 -2.904 -3.545 4.789
P2 -4.559 -3.922 2.071
O1 -5.621 -3.233 3.060
Br2 -4.952 -2.715 0.231
H1 -3.834 -5.325 -0.240
H2 -2.652 -5.923 -1.381
H3 -2.485 -4.302 -0.745
H4 -0.941 -6.194 0.198
H5 -2.364 -6.890 0.892
H6 -2.426 -5.550 2.709
H7 -0.737 -5.581 2.382
H8 -1.009 -3.606 2.935
H9 -1.804 -2.621 0.330
H10 -0.033 -4.640 -0.496
H11 1.085 -4.159 1.335
H12 1.076 -1.596 -0.631
H13 -0.465 -0.774 0.980
H14 0.442 -1.679 2.187
H15 -3.161 -1.237 1.528
H16 -3.500 -1.108 3.257
H17 -5.873 -2.319 2.881
C8 2.739 -6.800 -4.105
S1 2.319 -5.991 -2.561
O2 0.915 -6.356 -2.191
C9 2.242 -4.343 -3.257
H18 2.817 -7.868 -3.913
H19 1.955 -6.606 -4.837
H20 3.699 -6.416 -4.446
H21 1.499 -4.340 -4.054
H22 3.227 -4.075 -3.641
H23 1.958 -3.655 -2.463
C10 -3.179 4.032 1.948
S2 -1.612 4.002 2.815
O3 -1.793 3.159 4.041
C11 -1.624 5.713 3.297
H24 -3.393 3.015 1.624
H25 -3.956 4.383 2.627
H26 -3.077 4.697 1.090
H27 -2.512 5.920 3.895
H28 -1.607 6.313 2.385
H29 -0.731 5.903 3.890
C12 0.441 5.416 -0.789
S3 -0.191 7.064 -0.470
O4 -1.478 6.899 0.271
C13 -0.588 7.440 -2.168
H30 0.719 4.980 0.169
H31 -0.345 4.825 -1.260
H32 1.310 5.498 -1.443
H33 -1.293 6.701 -2.548
H34 0.351 7.415 -2.720
H35 -1.031 8.433 -2.196
C14 -1.732 -8.544 3.695
S4 -0.750 -7.765 4.981
O5 -0.260 -6.468 4.416
C15 0.630 -8.901 4.896
H36 -2.637 -7.952 3.564
H37 -1.153 -8.582 2.772
H38 -2.009 -9.548 4.015
H39 1.042 -8.888 3.887
H40 0.290 -9.899 5.171
H41 1.374 -8.555 5.611
C16 2.451 4.669 -5.532
S5 2.688 6.402 -5.139
O6 2.117 6.602 -3.772
C17 1.479 7.047 -6.293
H42 3.096 4.098 -4.867
H43 1.407 4.405 -5.369
H44 2.743 4.494 -6.567
H45 0.505 6.610 -6.073
H46 1.794 6.813 -7.309
H47 1.450 8.126 -6.156
C18 4.465 7.192 -1.512
S6 4.896 8.873 -1.968
O7 6.087 8.779 -2.848
C19 5.490 9.371 -0.347
H48 4.113 6.705 -2.418
H49 5.346 6.688 -1.115
H50 3.661 7.209 -0.775
H51 6.304 8.710 -0.050
H52 4.669 9.332 0.369
H53 5.853 10.392 -0.438

For the total energy, the calculation gives -9963.78458 Eh. As for the maximum force: 0.010 hartree/bohr. Its charge is +1.

Mulliken atomic charge list, values in e, 8 entries: atom 1 (C): -1.354, atom 2 (C): -0.657, atom 3 (C): -1.031, atom 4 (N): 0.417, atom 5 (C): -0.172, atom 6 (P): 0.711, atom 7 (N): -0.819, atom 8 (C): -1.233


no.,gap between HOMO and LUMO (Ha)
1,0.1708
2,0.3691
3,0.2602